Entry 1:
C24H32N4O4S in the gas phase in a non-equilibrium geometry, computed with wB97M-V/def2-TZVPD.

Positions of all 65 atoms, in Å:
C 2.73 4.30 -2.14
C 2.67 2.83 -1.74
N 1.89 2.05 -2.68
C 0.46 2.27 -2.76
C 0.08 2.89 -4.09
S 2.40 0.49 -2.97
O 1.65 -0.01 -4.08
O 3.83 0.52 -3.05
C 1.94 -0.43 -1.50
C 0.74 -1.11 -1.45
C 0.36 -1.76 -0.29
C 1.18 -1.73 0.84
N 0.89 -2.39 2.01
C -0.39 -2.89 2.42
C -1.04 -3.87 1.48
C -0.54 -5.02 0.92
C -1.38 -5.76 0.09
C -2.68 -5.35 -0.17
C -3.18 -4.18 0.40
C -2.35 -3.45 1.22
C -2.59 -2.18 1.93
O -3.61 -1.52 1.96
N -1.43 -1.88 2.58
C -1.26 -0.74 3.45
C -1.62 0.58 2.74
N -0.83 0.71 1.53
C 0.31 1.60 1.63
C -0.09 3.08 1.48
O -0.78 3.29 0.27
C -1.94 2.49 0.20
C -1.58 1.00 0.32
C 2.40 -1.05 0.76
C 2.78 -0.40 -0.40
H 1.74 4.75 -2.08
H 3.40 4.83 -1.47
H 3.09 4.39 -3.16
H 3.67 2.40 -1.77
H 2.26 2.74 -0.72
H 0.15 2.90 -1.92
H -0.04 1.30 -2.67
H 0.56 3.86 -4.22
H -1.00 3.03 -4.14
H 0.40 2.23 -4.89
H 0.13 -1.15 -2.33
H -0.58 -2.28 -0.27
H 1.51 -2.15 2.77
H -0.22 -3.38 3.40
H 0.47 -5.34 1.11
H -1.01 -6.66 -0.37
H -3.30 -5.94 -0.82
H -4.19 -3.85 0.21
H -0.21 -0.71 3.77
H -1.90 -0.85 4.34
H -1.47 1.40 3.45
H -2.68 0.54 2.49
H 0.81 1.45 2.59
H 1.00 1.34 0.83
H 0.80 3.72 1.45
H -0.72 3.39 2.33
H -2.40 2.70 -0.76
H -2.63 2.77 1.01
H -2.48 0.39 0.30
H -0.95 0.72 -0.53
H 3.05 -1.03 1.62
H 3.72 0.12 -0.47

Output
- E_LUMO: 0.250 eV
- Frontier orbital gap: 8.40 eV
- Maximum force: 1.12 eV/Å
- HOMO energy: -8.15 eV
- ΔE to the lowest compared entry with this formula, charge and spin: 46.7 kcal/mol
- SMILES: CCN(CC)S(=O)(=O)c1ccc(N[C@@H]2c3ccccc3C(=O)N2CCN2CCOCC2)cc1
- 2S+1: 1

Entry 2:
C24H32N6O in the gas phase, computed with wB97M-V/def2-TZVPD.

Positions of all 63 atoms, in Å:
C 1.59 -3.50 0.07
C 1.14 -2.62 1.18
N 0.17 -3.01 1.99
N 0.02 -2.05 2.90
C -0.95 -2.19 3.95
C 0.87 -1.04 2.69
C 1.62 -1.35 1.57
C 2.71 -0.51 0.99
N 2.30 0.36 -0.12
C 3.37 1.34 -0.40
C 3.53 1.64 -1.89
C 2.20 1.75 -2.63
N 1.51 2.98 -2.31
N 1.70 4.01 -3.15
C 1.00 5.02 -2.68
C 0.33 4.66 -1.50
C 0.69 3.34 -1.29
N 0.32 2.48 -0.27
C -0.78 2.67 0.52
O -1.56 3.58 0.38
C -0.93 1.61 1.60
C -2.10 0.68 1.28
C -1.83 -0.18 0.04
C -2.92 -1.19 -0.16
C -4.13 -0.81 -0.74
C -5.16 -1.72 -0.88
C -5.00 -3.03 -0.44
C -3.80 -3.41 0.14
C -2.77 -2.50 0.28
C 1.34 0.49 -2.39
C 1.93 -0.40 -1.30
H 2.60 -3.24 -0.24
H 1.58 -4.54 0.41
H 0.93 -3.43 -0.79
H -1.81 -2.74 3.56
H -0.53 -2.75 4.79
H -1.26 -1.21 4.30
H 0.92 -0.20 3.36
H 3.09 0.15 1.78
H 3.54 -1.17 0.67
H 4.33 0.98 -0.02
H 3.13 2.26 0.14
H 4.11 0.85 -2.37
H 4.08 2.57 -2.00
H 2.42 1.86 -3.70
H 1.00 5.96 -3.19
H -0.32 5.25 -0.90
H 0.91 1.65 -0.12
H -1.14 2.13 2.53
H -0.01 1.04 1.70
H -2.28 0.02 2.13
H -3.00 1.27 1.12
H -1.76 0.47 -0.84
H -0.87 -0.69 0.16
H -4.25 0.20 -1.09
H -6.09 -1.42 -1.34
H -5.80 -3.74 -0.56
H -3.67 -4.43 0.48
H -1.84 -2.81 0.73
H 0.33 0.78 -2.13
H 1.28 -0.09 -3.31
H 2.78 -0.97 -1.69
H 1.16 -1.12 -0.99

Output
- E_LUMO: 0.573 eV
- Frontier orbital gap: 8.76 eV
- Maximum force: 0.83 eV/Å
- HOMO energy: -8.19 eV
- ΔE to the lowest compared entry with this formula, charge and spin: 23.5 kcal/mol
- SMILES: Cc1nn(C)cc1CN1CCC(n2nccc2NC(=O)CCCc2ccccc2)CC1
- 2S+1: 1

Entry 3:
C24H32N6O2 in the gas phase, computed with wB97M-V/def2-TZVPD.

Positions of all 64 atoms, in Å:
C -1.94 6.07 0.92
O -0.74 5.64 0.33
C -0.01 4.74 1.13
C -0.61 3.33 1.11
O -0.55 2.57 2.05
N -1.12 3.02 -0.11
C -1.52 1.73 -0.48
C -2.77 1.25 -0.80
C -2.55 -0.10 -1.09
N -1.28 -0.41 -0.95
N -0.65 0.70 -0.59
C 0.78 0.77 -0.36
C 1.16 0.12 0.97
C 1.04 -1.40 0.89
N 1.93 -1.89 -0.15
C 2.08 -3.34 -0.12
C 0.83 -4.09 -0.47
C 0.46 -4.61 -1.72
N -0.75 -5.14 -1.68
N -1.18 -4.97 -0.44
C -2.51 -5.39 -0.07
C -2.46 -6.43 1.05
C -3.36 -4.18 0.33
C -0.27 -4.34 0.33
C 1.51 -1.41 -1.45
C 1.58 0.12 -1.49
C 1.38 4.53 0.59
C 2.32 3.86 1.37
C 3.57 3.58 0.86
C 3.90 3.96 -0.43
C 2.97 4.63 -1.21
C 1.71 4.91 -0.70
H -1.74 6.61 1.86
H -2.61 5.23 1.13
H -2.41 6.75 0.21
H 0.03 5.09 2.17
H -1.18 3.77 -0.78
H -3.70 1.79 -0.82
H -3.26 -0.85 -1.38
H 1.03 1.84 -0.32
H 0.52 0.51 1.77
H 2.19 0.39 1.20
H 1.34 -1.84 1.84
H -0.01 -1.67 0.68
H 2.42 -3.62 0.88
H 2.87 -3.60 -0.84
H 1.03 -4.63 -2.63
H -2.93 -5.84 -0.98
H -2.05 -6.00 1.96
H -1.83 -7.27 0.75
H -3.46 -6.80 1.26
H -3.33 -3.43 -0.46
H -4.39 -4.48 0.49
H -2.97 -3.73 1.24
H -0.44 -4.13 1.36
H 2.19 -1.82 -2.20
H 0.48 -1.72 -1.69
H 2.62 0.43 -1.37
H 1.22 0.47 -2.46
H 2.05 3.55 2.37
H 4.29 3.05 1.47
H 4.88 3.74 -0.83
H 3.23 4.94 -2.21
H 0.99 5.44 -1.30

Output
- E_LUMO: 0.662 eV
- Frontier orbital gap: 8.71 eV
- Maximum force: 0.88 eV/Å
- HOMO energy: -8.05 eV
- ΔE to the lowest compared entry with this formula, charge and spin: 66.5 kcal/mol
- SMILES: CO[C@@H](C(=O)Nc1ccnn1C1CCN(Cc2cnn(C(C)C)c2)CC1)c1ccccc1
- 2S+1: 1

Entry 4:
2 unconnected molecules or ions with the total composition C24H33BFN5O in a non-equilibrium geometry, computed with wB97M-V/def2-TZVPD.

Positions of all 65 atoms, in Å:
C 4.28 -4.54 4.16
C 3.29 -3.56 4.49
C 3.60 -2.05 3.96
C 2.75 -1.63 2.65
C 2.35 -3.00 1.87
N 1.99 -4.10 1.50
N 1.57 -0.84 3.10
C 0.42 -1.68 3.57
C -0.72 -1.78 2.41
C -1.20 -3.29 2.09
C -1.03 -3.61 0.49
C 3.55 -0.72 1.58
F 4.87 -0.33 1.98
C 2.71 0.67 1.41
N 2.15 1.75 1.39
B 3.58 -1.37 0.06
C 4.76 -2.39 -0.42
O 2.57 -1.05 -0.96
H 5.29 -4.21 3.70
H 4.03 -5.65 4.37
H 2.34 -3.77 5.10
H 3.33 -1.35 4.85
H 4.73 -1.99 3.85
H 1.79 -0.20 3.88
H -0.09 -1.07 4.43
H 0.70 -2.69 4.03
H -1.64 -1.16 2.73
H -0.26 -1.26 1.48
H -2.35 -3.32 2.28
H -0.69 -4.10 2.72
H -2.03 -3.61 -0.07
H -0.59 -4.68 0.40
H -0.30 -2.89 -0.02
H 5.31 -2.79 0.50
H 5.49 -1.88 -1.16
H 4.23 -3.28 -0.93
H 1.69 -0.96 -0.53
C 2.20 1.86 -1.90
N 0.78 2.16 -2.18
C -0.18 1.54 -1.45
C -1.52 1.83 -1.66
C -1.90 2.76 -2.62
C -0.89 3.36 -3.37
C 0.44 3.05 -3.13
C -3.31 3.14 -2.83
C -3.73 4.46 -2.70
C -5.04 4.82 -2.94
N -5.94 3.89 -3.33
C -5.59 2.60 -3.44
C -4.28 2.20 -3.20
C -7.33 4.29 -3.64
H 2.35 0.79 -2.01
H 2.41 2.19 -0.88
H 2.83 2.40 -2.60
H 0.15 0.84 -0.70
H -2.26 1.33 -1.04
H -1.12 4.08 -4.15
H 1.25 3.50 -3.70
H -3.03 5.24 -2.39
H -5.38 5.85 -2.85
H -6.36 1.90 -3.75
H -4.02 1.15 -3.32
H -8.00 3.71 -3.00
H -7.51 4.07 -4.69
H -7.47 5.36 -3.45

Output
- E_LUMO: -7.481 eV
- Frontier orbital gap: 5.41 eV
- Total charge: +2
- Maximum force: 6.98 eV/Å
- HOMO energy: -12.89 eV
- 2S+1: 1

Entry 5:
A molecular structure, C24H33BrO2S4SbW, computed with wB97M-V/def2-TZVPD.

Positions of all 66 atoms, in Å:
W 0.67 0.27 -0.15
C -0.93 1.94 -0.32
C -1.09 1.33 0.97
C -1.58 -0.02 0.71
C -1.63 -0.15 -0.70
C -1.25 1.04 -1.36
C -1.28 1.30 -2.85
C -2.74 1.36 -3.30
C -0.60 2.63 -3.17
C -0.56 0.18 -3.61
C -2.10 -1.14 1.62
C -2.60 -2.31 0.76
C -3.32 -0.62 2.40
C -1.06 -1.74 2.57
C -0.99 2.22 2.22
C -2.35 2.92 2.38
C 0.09 3.30 2.01
C -0.62 1.51 3.52
H -0.57 2.95 -0.47
H -1.86 -1.07 -1.21
H -3.29 2.14 -2.76
H -3.25 0.41 -3.11
H -2.80 1.57 -4.37
H -1.13 3.47 -2.71
H -0.59 2.79 -4.25
H 0.44 2.64 -2.82
H -0.98 -0.80 -3.37
H 0.50 0.15 -3.35
H -0.65 0.33 -4.68
H -3.42 -2.02 0.10
H -2.97 -3.09 1.43
H -1.79 -2.75 0.17
H -4.06 -0.19 1.72
H -3.05 0.15 3.13
H -3.79 -1.44 2.94
H -0.31 -2.30 2.01
H -1.57 -2.44 3.24
H -0.54 -1.00 3.17
H -2.58 3.52 1.50
H -2.31 3.60 3.24
H -3.16 2.21 2.54
H -0.15 3.97 1.19
H 1.07 2.87 1.84
H 0.15 3.91 2.92
H -1.38 0.80 3.85
H -0.52 2.26 4.31
H 0.34 1.00 3.43
S 4.03 2.68 2.52
Sb 3.85 0.91 1.13
S 1.97 -0.49 1.72
S 2.39 1.59 -0.81
S 5.60 -0.23 0.35
Br 5.48 -1.31 -3.71
C 4.66 -2.38 -2.38
C 5.37 -3.41 -1.80
C 4.77 -4.18 -0.81
C 3.46 -3.93 -0.43
C 2.76 -2.89 -1.03
C 3.36 -2.10 -2.00
C 1.35 -2.63 -0.59
O 0.71 -3.43 0.06
O 0.85 -1.49 -1.05
H 6.40 -3.59 -2.09
H 5.33 -4.97 -0.34
H 2.98 -4.52 0.33
H 2.82 -1.26 -2.43

Output
- E_LUMO (alpha / beta): 2.264 / 1.822 eV
- Frontier orbital gap (alpha / beta): 6.88 / 6.80 eV
- Total charge: -1
- Maximum force: 0.77 eV/Å
- HOMO energy (alpha / beta): -4.61 / -4.98 eV
- ΔE to the lowest compared entry with this formula, charge and spin: 0.0 kcal/mol
- 2S+1: 3

Entry 6:
A molecular structure, C24H33ClI2LaP2Sb in a non-equilibrium geometry, computed with wB97M-V/def2-TZVPD.

Positions of all 64 atoms, in Å:
I 1.66 -2.14 0.00
I -2.19 1.37 1.17
La 0.17 0.47 -0.61
P 2.06 1.52 1.46
C 2.46 1.09 3.20
C 3.71 1.47 0.64
H 4.39 2.19 1.12
H 2.68 3.83 1.91
H 3.59 1.74 -0.41
H 1.55 3.69 0.53
H 2.75 0.03 3.27
H 4.13 0.46 0.72
C 1.78 3.33 1.54
H 3.31 1.71 3.54
H 0.94 3.53 2.21
H 1.59 1.28 3.85
P -1.96 -1.25 -1.81
C -2.98 -2.65 -1.20
C -3.23 -0.12 -2.49
H -0.61 -1.15 -3.82
H -2.04 -2.19 -4.06
H -0.64 -2.81 -3.13
C -1.24 -1.92 -3.36
H -2.72 0.75 -2.93
H -3.81 -0.62 -3.28
H -3.63 -3.00 -2.02
H -3.61 -2.33 -0.35
H -3.90 0.21 -1.69
H -2.33 -3.47 -0.88
Cl 0.84 1.87 -2.60
C 1.95 -5.99 3.07
C 1.17 -5.71 1.94
C 0.32 -4.60 1.92
C 0.31 -3.70 3.00
C 1.07 -3.98 4.14
C 1.88 -5.13 4.17
Sb -0.71 -1.76 2.71
C -2.73 -2.62 2.69
C -3.81 -1.76 2.53
C -5.11 -2.27 2.39
C -5.32 -3.65 2.37
C -4.22 -4.52 2.53
C -2.93 -4.00 2.70
C -0.81 -0.58 4.58
C -1.74 0.45 4.63
C -1.70 1.39 5.67
C -0.75 1.28 6.69
C 0.16 0.21 6.65
C 0.15 -0.71 5.59
H 2.59 -6.87 3.09
H 1.21 -6.36 1.06
H -0.29 -4.43 1.03
H 1.04 -3.31 5.00
H 2.47 -5.34 5.07
H -3.67 -0.68 2.47
H -5.95 -1.58 2.28
H -6.32 -4.06 2.22
H -4.37 -5.60 2.52
H -2.09 -4.69 2.80
H -2.48 0.59 3.84
H -2.42 2.22 5.67
H -0.71 2.02 7.49
H 0.89 0.09 7.46
H 0.92 -1.48 5.55

Output
- E_LUMO (alpha / beta): -10.670 / -9.162 eV
- Frontier orbital gap (alpha / beta): 3.49 / 5.29 eV
- Total charge: +2
- Maximum force: 2.88 eV/Å
- HOMO energy (alpha / beta): -14.16 / -14.45 eV
- ΔE to the lowest compared entry with this formula, charge and spin: 5.9 kcal/mol
- 2S+1: 1

Entry 7:
A molecular structure, C24H33ClNO4P2Tb in a non-equilibrium geometry, computed with wB97M-V/def2-TZVPD.

Positions of all 66 atoms, in Å:
C -0.49 3.83 -2.51
C -0.54 2.48 -2.14
N 0.25 2.02 -1.14
C 1.16 2.82 -0.55
C 1.22 4.18 -0.87
C 0.37 4.69 -1.85
C -1.50 1.54 -2.90
P -2.00 0.01 -2.01
Tb 0.12 -0.32 -0.23
P 2.66 0.47 0.40
C 2.12 2.27 0.54
C 0.26 -2.68 -0.62
C -0.77 -3.26 0.11
C -0.71 -4.65 0.41
C 0.36 -5.41 -0.08
C 1.39 -4.80 -0.79
C 1.36 -3.40 -1.02
O -0.43 0.33 -5.14
O 0.69 -1.87 -3.97
H -1.17 4.20 -3.28
H 1.93 4.82 -0.36
H 0.39 5.75 -2.10
C -3.37 0.46 -0.90
C -2.61 -1.32 -3.11
H 3.04 2.87 0.51
H 1.64 2.41 1.53
H -0.99 1.22 -3.88
H -2.40 2.12 -3.16
C 3.09 -0.16 2.06
C 4.18 0.43 -0.61
H -1.63 -2.67 0.50
H -1.48 -5.11 1.02
H 0.39 -6.48 0.10
H 2.24 -5.39 -1.17
H 2.23 -2.92 -1.50
H 0.95 -1.28 -3.18
H 0.57 -2.76 -3.58
H -0.03 -0.50 -4.76
H 0.26 0.75 -5.66
H 1.10 -0.61 -2.02
H -4.32 0.69 -1.41
H -3.52 -0.43 -0.26
H -3.08 1.30 -0.26
H -3.51 -1.07 -3.69
H -1.80 -1.63 -3.79
H -2.85 -2.16 -2.44
H 5.07 0.88 -0.14
H 4.37 -0.64 -0.79
H 3.97 0.92 -1.57
H 4.04 0.23 2.45
H 2.27 0.01 2.77
H 3.20 -1.25 1.93
Cl -2.15 2.20 7.79
C -1.72 1.43 6.31
C -1.21 0.12 6.30
C -0.87 -0.49 5.08
C -1.04 0.20 3.88
C -1.55 1.50 3.90
C -1.89 2.12 5.10
C -0.69 -0.34 2.54
O 0.03 -1.35 2.33
O -1.09 0.40 1.55
H -1.09 -0.40 7.24
H -0.47 -1.51 5.06
H -1.68 2.04 2.97
H -2.28 3.13 5.08

Output
- E_LUMO (alpha / beta): 0.159 / 0.165 eV
- Frontier orbital gap (alpha / beta): 7.18 / 7.19 eV
- Maximum force: 2.21 eV/Å
- HOMO energy (alpha / beta): -7.02 / -7.03 eV
- ΔE to the lowest compared entry with this formula, charge and spin: 0.0 kcal/mol
- 2S+1: 7

Which value of maximum force does entry 4 give?
6.98 eV/Å